1.
The following is a quantum chemistry calculation of the ion C13H14FO6 with charge -1 at a distorted geometry, from the OMol25 dataset.

Each line ends with the Mulliken charge.
CARTESIAN COORDINATES (ANGSTROEM)
C: 1.344 -0.673 -0.715  0.33
H: 1.898 1.001 3.924  0.37
C: 4.498 0.602 -1.868  -1.25
O: 1.417 -1.872 -0.764  -0.61
H: -5.291 0.270 -2.336  0.41
H: -4.003 1.313 -2.801  0.33
C: -1.228 -0.679 -0.862  0.03
C: 0.008 -0.017 -0.245  1.34
C: -1.453 0.514 3.183  0.11
C: -4.345 0.665 -1.998  -1.36
O: -2.597 0.771 3.617  -0.82
O: -2.167 0.217 -1.241  -0.25
C: -0.218 0.910 3.897  -0.36
H: 0.129 -1.665 0.992  0.42
H: 4.140 1.228 -2.698  0.30
H: 5.472 0.204 -2.172  0.39
O: 2.345 -0.202 1.590  -0.61
O: -1.346 -1.902 -0.964  -0.61
H: -0.353 1.509 4.803  0.35
C: 1.254 -0.088 2.148  0.61
C: -1.266 -0.318 2.010  -0.72
C: -0.002 -0.588 1.365  0.02
H: 4.646 1.293 -1.029  0.30
C: 3.536 -0.496 -1.517  -0.12
H: -2.126 -0.723 1.481  0.38
H: 3.911 -1.068 -0.669  0.25
C: -3.387 -0.413 -1.641  -0.05
H: 3.349 -1.105 -2.390  0.27
H: -3.217 -1.034 -2.516  0.27
F: 0.064 1.197 -0.854  -0.44
H: -4.540 1.346 -1.175  0.33
H: -3.796 -0.997 -0.806  0.28
O: 2.318 0.118 -1.137  -0.27
C: 1.006 0.682 3.387  -0.65

Summary:
ΔE to the lowest compared entry with this formula, charge and spin in kcal per mole: 0.0
Total charge: -1
HOMO in eV: -2.90
Energy in eV: -28709.7567
HOMO-LUMO gap in eV: 6.031

=====

2.
The following is a quantum chemistry calculation of a structure of composition C13H14IN3PbS at a distorted geometry, from the OMol25 dataset.

Each line ends with the Mulliken charge.
CARTESIAN COORDINATES (ANGSTROEM)
N: 0.035 -0.023 5.470  -0.24
C: 0.214 1.722 1.743  -1.03
N: -0.373 -1.485 -1.939  -0.25
C: 0.100 2.797 -1.707  0.14
C: -0.066 1.522 -4.264  -0.59
H: 0.185 3.119 -0.638  0.29
N: -0.199 1.498 -1.962  -0.27
C: 0.039 -0.018 4.260  0.42
H: 0.331 4.643 -2.706  0.42
C: -0.399 -2.811 -1.678  0.20
C: -0.574 -2.927 -4.048  -0.36
C: 0.265 -1.850 1.741  -1.10
H: 1.287 -1.487 2.129  0.54
C: 0.199 3.567 -2.859  -0.81
H: 0.156 3.468 -4.986  0.47
C: -0.322 -0.774 -3.090  0.76
H: -0.346 -3.142 -0.613  0.35
Pb: 0.048 -0.043 -0.099  0.83
H: -0.489 -0.975 -5.160  0.45
H: 0.347 -2.579 0.832  0.32
H: -0.688 -3.499 -4.940  0.47
I: 2.855 -0.138 -0.469  -0.18
H: -0.895 -1.934 2.056  0.51
H: 1.311 1.900 1.451  0.38
C: -0.461 -1.545 -4.239  -0.67
H: -0.077 2.322 2.620  0.50
H: -0.621 -4.665 -2.652  0.42
C: 0.096 2.903 -4.084  -0.42
H: -0.139 0.951 -5.182  0.43
C: -0.172 0.768 -3.099  0.56
S: -0.522 0.036 2.673  0.09
H: -0.589 2.267 1.083  0.35
C: -0.539 -3.588 -2.816  -0.96

Summary:
ΔE to the lowest compared entry with this formula, charge and spin in kcal per mole: 85.4
Total charge: +2
HOMO in eV: -15.41
Energy in eV: -42338.4931
HOMO-LUMO gap in eV: 5.788

=====

3.
The following is a quantum chemistry calculation of a structure of composition C13H14N2O2PtS at a distorted geometry, from the OMol25 dataset.

Each line ends with the Mulliken charge.
CARTESIAN COORDINATES (ANGSTROEM)
H: -0.319 3.521 2.774  0.44
C: 0.100 -4.214 -1.098  -0.59
H: -0.932 1.436 1.784  0.22
H: 1.945 -5.145 -1.631  0.44
C: 0.056 3.255 1.784  -0.54
N: -0.441 -0.605 -0.484  -0.20
H: 2.162 3.114 2.305  0.31
O: 2.500 4.720 -0.171  -0.56
H: -2.585 -3.816 -0.663  0.49
H: -3.633 -1.590 -0.424  0.42
H: -2.028 1.514 -1.033  0.41
Pt: 0.828 0.970 -0.249  0.89
C: 1.517 -1.819 -1.137  0.53
C: 0.148 -1.811 -0.766  0.32
H: -2.378 1.235 0.681  0.26
C: -2.559 -1.690 -0.488  -0.73
H: 1.598 4.765 2.039  0.30
H: -3.511 0.704 -0.530  0.43
C: -1.979 -2.919 -0.630  -0.65
C: -1.777 -0.526 -0.422  1.16
C: 2.154 -3.017 -1.450  -0.40
C: -0.585 -3.004 -0.810  0.83
C: -2.450 0.808 -0.315  -1.58
H: 3.195 -3.013 -1.747  0.49
C: 1.506 3.738 1.688  -0.59
S: 2.304 -0.313 -1.297  0.00
C: 1.442 -4.217 -1.397  -0.78
O: 2.111 2.584 -0.405  -0.66
H: -0.461 -5.140 -1.104  0.48
H: -0.582 3.741 1.046  0.36
N: 0.001 1.783 1.586  -0.59
H: 0.605 1.340 2.277  0.39
C: 2.052 3.612 0.285  0.69

Summary:
ΔE to the lowest compared entry with this formula, charge and spin in kcal per mole: 23.3
Total charge: +2
HOMO (alpha / beta) in eV: -14.77 / -14.66
Energy in eV: -34847.8911
HOMO-LUMO gap (alpha / beta) in eV: 3.397 / 3.316

=====

4.
The following is a quantum chemistry calculation of the molecule C13H14N2O4S, from the OMol25 dataset.

Each line ends with the Mulliken charge.
CARTESIAN COORDINATES (ANGSTROEM)
H: -4.096 0.548 -2.181  0.32
C: 4.808 1.798 0.409  -0.58
C: -4.465 -0.066 -0.178  0.44
C: 4.407 -0.885 -0.191  -0.46
C: -1.241 -0.492 -1.105  0.71
H: 2.842 1.706 1.298  0.45
O: 1.193 -0.148 1.840  -0.69
C: 3.622 1.180 0.771  -0.25
H: -6.385 1.654 1.663  0.46
H: 4.969 2.839 0.644  0.39
H: -2.164 1.312 -0.857  0.25
C: -3.639 -0.093 -1.422  -0.89
O: -5.155 1.062 0.111  -0.35
H: 0.755 -1.746 -0.905  0.37
O: 2.131 -2.334 1.147  -0.71
C: 0.091 0.164 -0.738  -0.78
H: 0.368 0.887 -1.516  0.27
H: 6.712 1.557 -0.535  0.38
C: 3.438 -0.153 0.466  0.25
H: 6.361 -0.824 -1.063  0.38
C: -5.503 -0.387 1.762  -0.45
C: -4.642 -0.987 0.811  -0.34
H: -3.558 -1.117 -1.793  0.36
C: 5.788 1.075 -0.253  -0.37
N: -2.281 0.362 -1.173  -0.17
C: -5.780 0.855 1.283  -0.44
C: 5.592 -0.265 -0.552  -0.58
H: -4.213 -1.967 0.851  0.50
H: 4.220 -1.927 -0.396  0.39
H: -5.862 -0.822 2.671  0.41
N: 1.118 -0.841 -0.616  -0.27
H: -0.004 0.682 0.221  0.39
O: -1.321 -1.676 -1.350  -0.69
S: 1.891 -0.951 0.871  1.32

Summary:
ΔE to the lowest compared entry with this formula, charge and spin in kcal per mole: 44.9
HOMO in eV: -8.83
Energy in eV: -35712.9887
HOMO-LUMO gap in eV: 9.478

=====

5.
The following is a quantum chemistry calculation of the molecule C13H14N2O5S, from the OMol25 dataset.

Each line ends with the Mulliken charge.
CARTESIAN COORDINATES (ANGSTROEM)
C: 3.590 1.601 1.715  -0.36
H: 1.538 2.261 1.714  0.24
O: 3.333 0.394 0.987  -0.30
H: 4.015 -1.861 -0.594  0.40
H: -1.594 2.535 -0.293  0.30
H: -5.635 2.081 0.847  0.30
H: 2.491 2.833 0.342  0.25
C: 3.921 0.256 -0.197  0.65
H: 2.348 -3.164 0.164  0.27
H: 2.728 3.554 1.944  0.43
C: -3.826 0.291 0.147  0.47
H: 3.582 1.313 2.768  0.28
C: 1.157 -0.159 -0.815  0.43
C: 3.408 -1.008 -0.902  -0.69
H: -6.019 1.417 -0.753  0.30
C: -1.330 0.436 -0.490  -0.26
O: -4.001 1.544 -0.305  -0.27
C: -0.202 -0.424 -0.410  0.50
H: -0.276 2.043 -1.379  0.44
N: 2.023 -1.246 -0.571  0.10
C: 2.514 2.632 1.411  -0.98
O: -4.716 -0.377 0.617  -0.63
S: -2.159 -1.802 0.594  -0.29
H: -5.297 3.053 -0.620  0.23
C: -5.323 2.051 -0.199  -0.69
H: 3.521 -0.846 -1.978  0.27
C: -2.450 -0.182 0.015  0.75
C: 1.604 -2.395 0.002  0.22
O: 4.777 0.963 -0.645  -0.62
O: 1.606 0.855 -1.311  -0.69
N: 0.396 -2.648 0.363  -0.62
C: -0.503 -1.664 0.159  0.46
H: -1.973 1.905 -1.884  0.33
C: -1.284 1.814 -1.047  -1.57
H: 4.578 1.976 1.434  0.35

Summary:
ΔE to the lowest compared entry with this formula, charge and spin in kcal per mole: 0.0
HOMO in eV: -8.72
Energy in eV: -37762.3848
HOMO-LUMO gap in eV: 8.564

=====

6.
The following is a quantum chemistry calculation of a structure of composition C13H14N2O5STi at a distorted geometry, from the OMol25 dataset.

Each line ends with the Mulliken charge.
CARTESIAN COORDINATES (ANGSTROEM)
C: -0.127 3.352 0.463  -0.97
O: 1.228 -4.465 -0.331  -0.77
S: 0.693 -3.149 -0.198  1.36
N: -0.585 0.926 0.570  -0.09
H: -3.628 -1.557 0.470  0.37
C: 0.349 2.006 0.454  0.17
H: 3.127 -1.404 0.420  0.28
C: -1.779 -1.630 -2.359  -0.90
H: -3.399 -3.037 -0.493  0.39
H: 0.599 4.149 0.356  0.21
O: 0.952 -2.465 1.090  -0.53
H: -1.811 4.652 0.593  0.41
H: 4.953 2.479 0.525  0.40
C: 3.067 -0.323 0.412  -0.15
C: 4.186 0.435 0.538  -0.90
N: 1.812 0.193 0.281  0.18
H: -1.330 -0.953 -3.082  0.30
H: -3.041 -3.041 1.242  0.33
C: 4.062 1.864 0.480  -0.24
C: 2.832 2.424 0.382  -1.00
C: -1.444 3.633 0.602  -0.27
C: 1.663 1.599 0.352  0.65
C: -2.371 2.540 0.760  -0.79
O: 1.045 -2.203 -1.271  -0.58
H: -3.427 2.735 0.892  0.37
C: -1.572 -2.024 0.089  0.57
H: -2.861 -1.652 -2.500  0.25
H: 2.715 3.500 0.354  0.22
O: -1.478 -1.127 -1.058  -0.04
Ti: 0.155 -0.775 0.133  0.79
H: -2.579 0.436 0.871  0.20
C: -3.002 -2.439 0.335  -1.48
C: -1.902 1.271 0.741  -0.13
H: 5.158 -0.026 0.652  0.37
H: -1.366 -2.628 -2.488  0.33
O: -0.893 -3.295 -0.277  -0.33

Summary:
2S+1: 2
ΔE to the lowest compared entry with this formula, charge and spin in kcal per mole: 38.7
Total charge: -1
HOMO (alpha / beta) in eV: -2.07 / -2.04
Energy in eV: -60877.4360
Expectation value of S²: 0.7579
HOMO-LUMO gap (alpha / beta) in eV: 5.018 / 4.991

=====

7.
The following is a quantum chemistry calculation of a structure of composition C13H14N2Ru at a distorted geometry, from the OMol25 dataset.

Each line ends with the Mulliken charge.
CARTESIAN COORDINATES (ANGSTROEM)
Ru: -0.212 -0.319 -0.338  0.06
H: 0.099 0.618 -1.528  0.22
H: -3.031 0.444 3.579  0.50
H: 2.833 1.633 4.954  0.42
C: 2.801 1.358 3.903  -0.55
C: 3.890 1.018 1.748  -0.54
H: 4.783 1.031 1.125  0.41
H: -3.225 -0.033 -1.397  0.44
N: -0.738 0.510 2.347  -0.41
C: 2.678 0.601 1.185  -0.43
C: -4.369 0.141 1.861  -0.44
H: 2.594 0.278 0.142  0.33
H: 4.894 1.724 3.516  0.43
C: -1.998 0.122 0.344  0.31
C: -3.149 0.333 2.503  -0.40
C: -1.957 0.337 1.747  0.48
C: -4.425 0.004 0.466  -0.67
H: -5.389 -0.134 -0.033  0.41
C: -0.589 -1.617 -2.089  -0.41
H: -5.291 0.094 2.448  0.43
H: 0.675 0.870 3.952  0.48
H: 0.049 -1.750 -1.125  0.30
C: 1.590 0.938 3.361  -0.15
H: -1.489 -1.010 -1.968  -0.12
N: 0.246 0.397 1.466  -0.17
C: 3.948 1.403 3.092  -0.43
H: 0.029 -1.225 -2.890  0.36
H: -0.911 -2.647 -2.261  0.39
C: 1.526 0.614 1.995  0.98
C: -3.246 0.027 -0.305  -0.23

Summary:
2S+1: 5
Total charge: +2
HOMO (alpha / beta) in eV: -14.70 / -16.84
Energy in eV: -19246.1071
Expectation value of S²: 6.0486
HOMO-LUMO gap (alpha / beta) in eV: 6.374 / 5.805